# 1
A molecular structure, C50H40IrN15P at a distorted geometry, computed with ωB97M-V with the def2-TZVPD basis set.

Calculated values
- Charge: +1
- E: -86972.616 eV
- Frontier orbital gap: 7.009 eV

Each line ends with the Mulliken charge.
Atoms and positions in Å:
Ir -0.929 -0.392 0.098  0.865
C 4.075 1.829 0.045  -0.986
N 3.135 0.718 -0.012  0.665
C 1.799 0.805 0.062  -0.307
N 1.258 -0.404 0.010  0.717
C 2.282 -1.323 -0.123  -0.267
C 3.464 -0.618 -0.125  0.189
C 4.862 -1.082 -0.153  -0.801
C 5.707 -0.736 -1.205  0.046
C 7.016 -1.193 -1.225  -0.865
C 7.484 -2.000 -0.198  -0.388
C 6.644 -2.353 0.849  -0.780
C 5.336 -1.893 0.875  0.023
C 2.046 -2.751 -0.342  0.405
C 2.943 -3.544 -1.062  -0.630
C 2.644 -4.874 -1.299  -0.826
C 1.453 -5.429 -0.839  -0.629
C 0.559 -4.647 -0.127  -0.799
C 0.869 -3.319 0.127  0.830
P 0.671 2.235 0.060  -0.805
C -0.173 1.654 1.619  0.414
N -0.678 0.444 1.905  -0.002
C -0.976 0.388 3.240  -0.633
C -0.658 1.613 3.778  0.498
N -0.155 2.386 2.751  0.790
C 0.295 3.763 2.908  -0.986
C -0.731 2.081 5.172  -0.616
C 0.026 1.442 6.150  -0.186
C -0.056 1.853 7.471  -0.777
C -0.891 2.905 7.821  -0.394
C -1.653 3.540 6.850  -0.895
C -1.578 3.127 5.529  0.061
C -1.627 -0.768 3.864  0.885
C -1.245 -2.058 3.514  -0.318
C -1.896 -3.149 4.067  -0.463
C -2.917 -2.957 4.984  -0.548
C -3.289 -1.670 5.350  -0.781
C -2.650 -0.577 4.791  -0.626
C -0.140 1.679 -1.533  0.099
N -0.590 0.463 -1.860  0.457
C -0.957 0.472 -3.170  -0.626
C -0.725 1.737 -3.663  0.236
N -0.213 2.478 -2.616  0.562
C 0.025 3.916 -2.621  -0.999
C -0.967 2.289 -5.004  -0.482
C -2.258 2.270 -5.528  -0.027
C -2.498 2.762 -6.801  -0.803
C -1.454 3.279 -7.555  -0.395
C -0.167 3.302 -7.038  -0.798
C 0.078 2.805 -5.768  -0.006
C -1.499 -0.728 -3.819  0.304
C -1.138 -1.056 -5.124  -0.466
C -1.634 -2.208 -5.712  -0.776
C -2.487 -3.043 -5.003  -0.556
C -2.852 -2.720 -3.705  -0.578
C -2.365 -1.562 -3.117  -0.216
H 3.539 2.723 0.352  0.419
H 4.532 1.995 -0.928  0.334
H 4.853 1.602 0.771  0.331
H 5.331 -0.133 -2.023  0.469
H 7.666 -0.927 -2.048  0.415
H 8.504 -2.360 -0.217  0.425
H 7.007 -2.986 1.646  0.431
H 4.673 -2.171 1.685  0.490
H 3.858 -3.125 -1.458  0.511
H 3.340 -5.482 -1.863  0.434
H 1.227 -6.468 -1.039  0.424
H -0.379 -5.046 0.239  0.470
H 0.179 -2.754 0.741  -0.597
H -0.531 4.384 3.244  0.345
H 0.649 4.133 1.951  0.453
H 1.097 3.805 3.642  0.335
H 0.668 0.616 5.872  0.476
H 0.530 1.351 8.229  0.418
H -0.955 3.225 8.852  0.421
H -2.317 4.350 7.124  0.413
H -2.202 3.600 4.779  0.523
H -0.439 -2.217 2.811  0.277
H -1.610 -4.148 3.768  0.444
H -3.431 -3.809 5.409  0.412
H -4.088 -1.516 6.063  0.435
H -2.960 0.426 5.058  0.506
H -0.384 4.326 -3.539  0.471
H 1.091 4.134 -2.575  0.264
H -0.486 4.364 -1.771  0.365
H -3.068 1.867 -4.933  0.487
H -3.502 2.744 -7.202  0.422
H -1.644 3.663 -8.549  0.415
H 0.648 3.700 -7.627  0.409
H 1.087 2.805 -5.372  0.454
H -0.460 -0.414 -5.672  0.516
H -1.347 -2.459 -6.725  0.422
H -2.868 -3.944 -5.465  0.426
H -3.521 -3.361 -3.146  0.489
H -2.679 -1.305 -2.113  0.355
N -4.468 -0.385 0.342  0.048
C -3.779 -1.543 0.568  -0.096
N -4.308 -2.721 0.803  -0.607
N -3.257 -3.551 0.930  -0.799
N -2.152 -2.928 0.779  -0.112
N -2.445 -1.625 0.544  1.599
C -3.812 0.789 0.147  0.076
N -4.398 1.970 0.077  -0.571
N -3.393 2.843 -0.068  -1.120
N -2.262 2.249 -0.087  0.070
N -2.489 0.908 0.028  0.727
H -5.471 -0.374 0.423  0.265


# 2
8 unconnected molecules or ions with the total composition C50H40N3O15S at a distorted geometry, computed with ωB97M-V with the def2-TZVPD basis set.

Calculated values
- Charge: +1
- E: -98500.016 eV
- Frontier orbital gap: 7.001 eV

Each line ends with the Mulliken charge.
Atoms and positions in Å:
C -0.061 0.392 5.846  -0.198
N -1.083 0.562 6.586  0.073
C -1.861 1.698 6.069  -0.247
C -0.757 2.576 5.510  -0.985
C 0.079 1.456 4.788  0.493
C 1.566 1.844 4.744  -1.545
C 2.441 0.752 4.109  -0.583
S 2.406 1.098 2.333  -0.207
C 2.585 -0.405 1.454  0.417
N 2.748 -0.336 0.209  -0.634
N 2.814 -1.668 -0.229  0.146
C 2.700 -2.394 0.794  -0.344
O 2.542 -1.658 1.931  -0.351
H 0.629 -0.420 6.003  0.527
H -1.325 -0.003 7.389  0.309
H -2.701 2.098 6.617  0.462
H -2.341 1.272 5.181  -0.085
H -1.132 3.333 4.849  0.442
H -0.194 2.953 6.357  0.391
H -0.399 1.254 3.839  0.263
H 1.653 2.722 4.109  0.434
H 1.922 2.128 5.727  0.487
H 3.456 0.780 4.478  0.492
H 2.020 -0.217 4.361  0.366
H 2.721 -3.470 0.753  0.689
C 5.333 -5.452 -1.275  -0.573
C 6.146 -5.487 -2.326  -0.300
C 6.118 -4.417 -3.356  0.473
O 6.860 -4.452 -4.318  -0.639
C 5.151 -3.309 -3.170  -0.561
C 4.336 -3.279 -2.121  -0.105
C 4.367 -4.342 -1.094  0.453
O 3.631 -4.296 -0.125  -0.591
H 5.337 -6.219 -0.511  0.450
H 6.860 -6.286 -2.481  0.445
H 5.144 -2.540 -3.931  0.425
H 3.615 -2.485 -1.971  0.652
C 1.028 -0.131 -3.608  -0.018
C 0.024 0.708 -3.826  -0.496
C -1.129 0.319 -4.670  0.095
O -2.048 1.086 -4.876  -0.632
C -1.123 -1.053 -5.246  -0.484
C -0.117 -1.895 -5.017  -0.480
C 1.044 -1.489 -4.184  0.201
O 1.976 -2.234 -3.964  -0.477
H 1.877 0.136 -2.989  0.492
H 0.013 1.702 -3.395  0.881
H -1.977 -1.322 -5.855  0.431
H -0.091 -2.896 -5.427  0.468
C -3.693 -0.601 0.919  -0.464
C -3.229 -0.842 -0.306  -0.526
C -1.769 -0.884 -0.580  0.040
O -1.326 -1.086 -1.686  -0.426
C -0.852 -0.674 0.566  -0.084
C -1.320 -0.446 1.788  -0.096
C -2.771 -0.381 2.059  0.219
O -3.183 -0.158 3.184  -0.583
H -4.752 -0.557 1.141  0.501
H -3.883 -1.004 -1.154  0.470
H 0.208 -0.721 0.349  0.700
H -0.663 -0.295 2.635  0.350
C -3.294 6.027 2.736  -0.445
C -3.720 6.153 1.482  -0.412
C -4.311 5.003 0.749  0.208
O -4.696 5.113 -0.391  -0.528
C -4.411 3.708 1.473  -0.455
C -3.985 3.584 2.727  -0.132
C -3.393 4.735 3.453  0.381
O -3.004 4.614 4.600  -0.608
H -2.860 6.851 3.288  0.440
H -3.657 7.087 0.938  0.427
H -4.847 2.884 0.924  0.512
H -4.051 2.650 3.274  0.588
C 0.026 3.973 -5.189  -0.185
C -0.146 4.792 -6.224  -0.488
C 0.847 5.846 -6.551  0.289
O 0.689 6.592 -7.490  -0.535
C 2.044 5.951 -5.677  -0.419
C 2.217 5.133 -4.643  -0.434
C 1.225 4.079 -4.318  0.639
O 1.400 3.339 -3.368  -0.514
H -0.696 3.206 -4.941  0.375
H -1.012 4.732 -6.871  0.455
H 2.757 6.725 -5.932  0.409
H 3.082 5.194 -3.995  0.411
C 4.667 -8.288 -8.344  -0.396
C 3.934 -8.120 -7.247  -0.413
C 4.442 -7.330 -6.098  0.427
O 3.776 -7.175 -5.095  -0.545
C 5.794 -6.735 -6.217  0.024
C 6.529 -6.903 -7.313  -0.401
C 6.024 -7.692 -8.464  0.312
O 6.689 -7.845 -9.465  -0.537
H 4.318 -8.861 -9.194  0.414
H 2.944 -8.545 -7.139  0.419
H 6.139 -6.161 -5.365  0.230
H 7.518 -6.476 -7.419  0.448
C -7.249 0.608 8.390  -0.410
C -6.242 0.783 7.540  -0.267
C -5.960 2.112 6.945  0.319
O -5.039 2.273 6.165  -0.338
C -6.841 3.238 7.330  -0.348
C -7.849 3.067 8.181  -0.403
C -8.134 1.738 8.780  0.286
O -9.048 1.578 9.554  -0.517
H -7.474 -0.353 8.834  0.417
H -5.588 -0.027 7.241  0.424
H -6.615 4.198 6.883  0.436
H -8.504 3.877 8.475  0.414


# 3
A molecular structure, C50H41As2F3IN7O12S2Sc at a distorted geometry, computed with ωB97M-V with the def2-TZVPD basis set.

Calculated values
- Charge: -1
- E: -267811.269 eV
- Frontier orbital gap: 6.501 eV

Each line ends with the Mulliken charge.
Atoms and positions in Å:
Sc -1.856 -0.818 1.159  -0.403
F -0.635 -5.511 -1.883  -0.223
C -1.006 -4.472 -2.628  0.269
F -0.377 -4.710 -3.817  -0.354
F -2.290 -4.579 -2.922  -0.250
C -0.547 -3.155 -2.108  0.152
C 0.315 -2.407 -2.904  -0.418
C 0.811 -1.183 -2.460  -1.004
C 0.346 -0.743 -1.229  -0.529
N -0.488 -1.474 -0.427  1.206
C -0.895 -2.687 -0.788  0.211
S -1.853 -3.452 0.442  -0.521
H 0.621 -2.805 -3.885  0.489
H 1.573 -0.690 -3.028  0.629
H 0.534 0.297 -0.984  0.604
C 4.014 -2.457 -0.569  -0.718
C 3.818 -3.247 0.774  -1.377
As 2.582 -2.344 2.016  1.685
C 3.907 -1.674 3.272  -0.132
C 4.680 -2.501 4.107  -0.410
C 5.662 -1.972 4.892  -0.592
C 5.851 -0.578 4.935  -0.428
C 5.070 0.251 4.160  -0.798
C 4.122 -0.311 3.358  0.241
C 1.896 -3.819 3.059  0.320
C 1.452 -3.711 4.416  -0.484
C 0.645 -4.671 5.011  -0.668
C 0.191 -5.762 4.293  -0.460
C 0.529 -5.856 2.964  -0.763
C 1.357 -4.900 2.355  -0.378
As 5.207 -0.863 -0.383  0.340
C 6.194 -0.938 -2.109  -0.305
C 7.600 -0.831 -2.208  -0.382
C 8.287 -0.723 -3.427  -0.655
C 7.560 -0.760 -4.609  -0.347
C 6.192 -0.922 -4.555  -0.841
C 5.562 -1.013 -3.348  0.366
C 4.029 0.583 -0.744  0.164
C 4.553 1.757 -1.442  -0.666
C 3.916 2.687 -2.198  -0.861
C 2.492 2.753 -2.394  0.059
C 1.731 3.668 -2.842  -0.769
C 2.791 0.567 -0.157  2.037
H 3.076 -2.248 -1.060  -0.038
H 4.642 -3.037 -1.198  0.907
H 4.782 -3.443 1.268  0.429
H 3.439 -4.225 0.539  0.719
H 4.536 -3.568 4.131  0.374
H 6.280 -2.586 5.539  0.386
H 6.624 -0.213 5.616  0.326
H 5.300 1.287 4.005  0.407
H 3.530 0.377 2.702  0.127
H 1.770 -2.838 4.972  0.403
H 0.461 -4.472 6.057  0.380
H -0.407 -6.525 4.756  0.392
H 0.181 -6.650 2.345  0.444
H 1.604 -5.021 1.317  0.127
H 8.155 -0.909 -1.254  0.274
H 9.360 -0.661 -3.360  0.383
H 8.097 -0.726 -5.502  0.435
H 5.594 -0.866 -5.408  0.446
H 4.496 -1.218 -3.351  0.230
H 5.666 1.809 -1.351  0.316
H 4.440 3.390 -2.779  0.440
H 1.947 1.791 -2.118  0.441
H 0.687 3.410 -3.014  0.504
H 2.508 -0.292 0.592  -1.196
I 2.077 5.612 -3.768  -0.004
S 0.092 0.354 2.325  -0.516
C -0.013 1.962 1.620  0.521
N -0.882 2.753 2.326  -0.309
C -1.584 3.914 1.769  0.305
C -0.970 4.374 0.457  -0.539
C 0.496 3.891 0.333  -0.758
N 0.648 2.466 0.629  -0.341
H -1.404 2.210 3.038  0.285
H -1.655 4.688 2.510  0.619
H -2.585 3.577 1.499  -0.619
H -0.891 5.484 0.507  0.426
H -1.576 4.132 -0.407  0.087
H 1.084 4.473 1.073  0.312
H 0.904 4.074 -0.664  0.089
H 1.939 1.270 0.007  -0.679
O -2.869 -0.561 -1.002  -0.905
C -2.850 0.652 -0.733  1.226
O -2.480 1.127 0.368  0.038
C -3.592 1.545 -1.633  -0.083
C -4.339 2.580 -1.088  0.051
C -5.190 3.239 -1.926  -0.165
C -5.372 3.009 -3.235  -0.526
C -4.531 2.041 -3.760  -0.500
C -3.714 1.199 -2.984  -0.547
N -4.580 1.752 -5.184  1.082
O -5.229 2.547 -5.815  -0.638
O -4.006 0.805 -5.639  -0.641
N -6.019 4.349 -1.367  1.128
O -6.640 5.085 -2.123  -0.651
O -5.972 4.544 -0.146  -0.598
H -4.115 2.889 -0.070  0.635
H -6.086 3.632 -3.772  0.607
H -3.112 0.423 -3.501  0.663
O -3.789 1.141 3.799  -0.713
C -4.100 0.369 2.869  0.272
O -3.479 -0.742 2.506  -0.781
C -5.355 0.686 2.074  0.515
C -6.041 -0.289 1.291  -0.326
C -7.159 0.012 0.590  -0.060
C -7.724 1.321 0.639  -0.666
C -7.062 2.204 1.467  -0.099
C -5.878 1.972 2.154  -0.528
N -7.693 3.533 1.738  1.193
O -8.762 3.784 1.187  -0.672
O -7.065 4.269 2.476  -0.615
N -7.911 -1.016 -0.196  1.063
O -8.692 -0.650 -1.026  -0.625
O -7.572 -2.150 0.033  -0.602
H -5.618 -1.304 1.256  0.635
H -8.608 1.532 0.046  0.580
H -5.388 2.644 2.839  0.679


# 4
A molecular structure, C50H41N9O3S3Ti, computed with ωB97M-V with the def2-TZVPD basis set.

Calculated values
- Charge: 0
- 2S+1: 3
- ⟨S²⟩: 2.017
- E: -127694.606 eV
- Frontier orbital gap (alpha / beta): 5.054 / 6.684 eV

Each line ends with the Löwdin spin population.
Atoms and positions in Å:
Ti -0.887 0.651 -0.089  1.115
O -3.472 5.020 4.472  0.000
C -4.029 3.962 4.147  0.000
O -5.158 3.509 4.377  0.000
C -3.137 3.023 3.290  0.002
C -1.858 3.424 2.912  0.000
C -1.100 2.580 2.123  0.004
N -1.563 1.388 1.736  0.004
C -2.795 0.995 2.078  0.005
C -3.612 1.789 2.857  0.002
C -3.134 -0.359 1.552  0.010
C -4.288 -1.046 1.892  0.000
C -4.423 -2.359 1.471  0.009
C -3.393 -2.948 0.748  0.000
C -2.289 -2.179 0.418  0.011
N -2.173 -0.905 0.786  0.009
C 0.220 2.943 1.529  0.007
C 1.005 3.958 2.053  -0.001
C 2.208 4.261 1.434  0.006
C 2.579 3.550 0.304  -0.001
C 1.743 2.544 -0.156  0.008
N 0.599 2.224 0.448  0.006
H -1.531 4.404 3.229  0.000
H -4.619 1.516 3.143  0.000
H -5.050 -0.565 2.486  0.000
H -5.315 -2.919 1.716  0.001
H -3.446 -3.976 0.420  0.000
H -1.473 -2.583 -0.170  0.003
H 0.671 4.496 2.929  0.000
H 2.842 5.043 1.829  0.000
H 3.492 3.766 -0.232  0.000
H 1.993 1.981 -1.047  0.001
N -4.839 1.898 -1.831  0.028
C -3.551 1.499 -1.608  0.039
S -2.504 2.563 -0.727  -0.010
N -3.213 0.326 -2.057  0.003
N -1.913 -0.002 -1.740  0.152
C -1.399 -1.040 -2.397  0.127
C -2.157 -1.870 -3.363  0.011
C -3.392 -2.427 -3.029  0.012
C -4.072 -3.227 -3.930  -0.001
C -3.544 -3.473 -5.192  0.011
C -2.332 -2.903 -5.546  -0.001
C -1.648 -2.108 -4.638  0.013
C -0.037 -1.325 -2.072  0.101
C 0.715 -2.378 -2.641  0.024
C 2.044 -2.497 -2.355  0.063
C 2.634 -1.603 -1.441  0.059
C 1.836 -0.672 -0.842  0.035
N 0.531 -0.489 -1.142  0.107
H -5.055 2.870 -1.698  0.001
H -5.349 1.397 -2.540  0.001
H -3.825 -2.212 -2.062  0.000
H -5.027 -3.652 -3.651  0.000
H -4.082 -4.093 -5.896  0.001
H -1.921 -3.066 -6.533  0.000
H -0.714 -1.646 -4.934  0.001
H 0.226 -3.080 -3.299  0.000
H 2.631 -3.285 -2.810  0.003
H 3.676 -1.675 -1.167  0.003
H 2.228 -0.049 -0.049  0.001
N -0.282 4.949 -1.902  0.000
C 0.509 4.140 -2.639  0.001
N 0.208 2.921 -2.924  0.004
C 1.218 2.348 -3.685  0.001
C 1.185 1.057 -4.204  0.001
C 2.270 0.594 -4.923  0.000
C 3.388 1.402 -5.143  0.000
C 3.427 2.697 -4.654  0.000
C 2.336 3.157 -3.930  0.000
S 2.070 4.728 -3.220  0.000
H -1.194 4.593 -1.648  0.000
H -0.062 5.919 -1.775  0.000
H 0.306 0.450 -4.037  0.001
H 2.251 -0.411 -5.326  0.000
H 4.227 1.019 -5.708  0.000
H 4.286 3.329 -4.830  0.000
O 0.508 -0.520 1.657  0.003
S -0.037 -0.774 3.043  0.001
C 0.626 -2.391 3.617  0.000
C 1.255 -3.204 2.528  0.000
C 0.486 -4.085 1.777  0.000
C 1.072 -4.867 0.793  0.000
C 2.437 -4.777 0.562  0.000
C 3.207 -3.893 1.302  0.000
C 2.618 -3.100 2.275  0.001
C 0.895 0.347 4.140  0.000
C 2.380 0.224 4.007  0.000
C 3.137 -0.423 4.980  0.000
C 4.504 -0.596 4.812  0.000
C 5.127 -0.125 3.666  0.000
C 4.382 0.541 2.701  0.000
C 3.019 0.718 2.872  0.000
H -0.243 -2.899 4.034  0.000
H 1.342 -2.193 4.410  0.000
H -0.576 -4.170 1.975  0.000
H 0.467 -5.555 0.218  0.000
H 2.899 -5.396 -0.196  0.000
H 4.271 -3.818 1.124  0.000
H 3.219 -2.405 2.848  0.000
H 0.535 0.149 5.151  0.000
H 0.540 1.330 3.830  0.000
H 2.657 -0.781 5.883  0.000
H 5.080 -1.097 5.578  0.000
H 6.190 -0.267 3.531  0.000
H 4.866 0.927 1.813  0.000
H 2.439 1.237 2.123  0.000